Entry 1:
Below is 3 unconnected molecules or ions with the total composition C8H14B3F2O10P, with properties calculated with ωB97M-V/def2-TZVPD.

```
38
C8H14B3F2O10P, DFT ωB97M-V/def2-TZVPD
C 0.27227 -0.52004 0.95805
B -0.79058 0.34526 0.23124
O -1.06361 1.67698 0.58277
B -1.75220 2.36114 -0.39985
O -2.90747 1.78062 -0.87747
B -2.83139 0.39197 -0.90786
P -4.42426 -0.67402 -1.04003
C -5.09374 -0.37531 0.65135
O -3.82466 -2.21566 -0.84102
O -1.55887 -0.15110 -0.82102
H -0.09405 -1.54294 1.04168
H 1.19675 -0.54024 0.37614
H 0.50764 -0.13208 1.94507
H -1.31116 3.35479 -0.88451
H -6.17933 -0.34445 0.62540
H -4.76751 -1.19901 1.28655
H -4.71761 0.55480 1.07656
H -3.93380 -2.70988 -1.66573
C 1.70937 4.07318 2.54417
C 1.65053 3.72319 1.06862
O 2.45526 2.56182 1.00469
C 2.43298 1.95615 2.22644
O 2.80396 0.85330 2.43905
O 1.90367 2.79322 3.14717
F 2.19239 4.68786 0.28546
H 2.57454 4.70759 2.74447
H 0.80530 4.53383 2.92939
H 0.65635 3.48184 0.69664
C 2.01999 -2.43872 -2.17606
C 2.89087 -3.23139 -1.21709
O 2.67976 -4.55883 -1.64790
C 2.32547 -4.53554 -2.96510
O 2.29463 -5.47998 -3.67406
O 2.02531 -3.26750 -3.33830
F 2.48645 -3.10100 0.06685
H 1.00414 -2.36316 -1.78249
H 2.40552 -1.45276 -2.41713
H 3.95706 -3.00395 -1.27216
```

Its strongest force on any atom is 0.0143 hartree/bohr. The calculated total energy is -45758.6395 eV. As for the SMILES: O=C1OC[C@@H](F)O1.O=C1OC[C@@H](F)O1.CB1OBOB(P(C)O)O1. Its multiplicity is 1.

natural (NBO) atomic charge list, values in e, 5 entries:
1 C -1.016
2 B 1.149
3 O -0.910
4 B 1.007
5 O -0.891



Entry 2:
Below is a molecular structure, C18H19Cl3CrN5OS3, with properties calculated with ωB97M-V/def2-TZVPD.

```
50
C18H19Cl3CrN5OS3, DFT ωB97M-V/def2-TZVPD
Cr -0.29110 -0.60796 0.32962
C 1.87530 -0.02778 -3.12786
C 1.62352 -1.45881 -2.67566
S 0.09780 -1.84133 -1.79932
C -1.25872 -1.31698 -2.87351
C -1.55401 0.17496 -3.07573
S -1.59604 1.18357 -1.57160
C -0.66911 2.64729 -2.05535
C 0.75170 2.47842 -2.60561
S 1.79819 1.22587 -1.82208
H 2.86527 0.00412 -3.58430
H 1.16318 0.24485 -3.90192
H 1.66567 -2.11960 -3.54346
H 2.41490 -1.79237 -2.00182
H -1.08241 -1.78430 -3.84430
H -2.12141 -1.80859 -2.42743
H -0.84392 0.62338 -3.76669
H -2.53342 0.23069 -3.55171
H -1.24554 3.23439 -2.77255
H -0.64052 3.23688 -1.13588
H 0.72999 2.25471 -3.67106
H 1.26876 3.43380 -2.51609
N -0.00310 3.14090 2.59549
C -0.85341 2.37355 1.91123
N -0.22217 1.28733 1.51135
C 1.03791 1.46173 1.99981
N 1.22036 2.57441 2.66122
C 2.05881 0.41838 1.79395
C 3.31804 0.44371 2.37615
N 4.17854 -0.55065 2.19755
C 3.77807 -1.57609 1.45313
C 2.52262 -1.61116 0.86339
N 1.67077 -0.60003 1.02676
H -0.17475 4.02828 3.04102
H -1.88855 2.62008 1.73588
H 3.61472 1.28266 2.99300
H 4.46736 -2.39959 1.31687
H 2.19720 -2.45446 0.26835
Cl -5.61885 -4.51721 3.39600
C -4.58558 -3.52485 2.41411
C -3.36231 -3.11549 2.90982
C -2.57589 -2.32144 2.09945
Cl -1.00968 -1.78043 2.70337
C -2.92354 -1.90679 0.81202
O -2.15805 -1.14006 0.06485
C -4.17391 -2.35454 0.36852
Cl -4.71101 -1.88067 -1.21623
C -4.99745 -3.14574 1.14705
H -3.03514 -3.40604 3.89769
H -5.95664 -3.46374 0.76365
```

Its strongest force on any atom is 0.0157 hartree/bohr. Its net charge is +1. The expectation value of S² is 6.01. The calculated total energy is -126963.5043 eV. The relative energy (zero: lowest compared OMol25 entry of this formula, charge and spin) is 0.0 kcal per mole. Its multiplicity is 5.

natural (NBO) atomic charge list, values in e, 5 entries:
1 Cr 1.088
2 C -0.532
3 C -0.539
4 S 0.274
5 C -0.534



Entry 3:
Below is a molecular structure, C29H25AgBN7OS2, with properties calculated with ωB97M-V/def2-TZVPD.

```
66
C29H25AgBN7OS2, DFT ωB97M-V/def2-TZVPD
Ag 0.00068 -1.03745 0.42969
B -1.33619 -3.34023 3.59798
N -0.01028 -3.66333 2.83495
C 0.84914 -4.60836 3.26129
C 1.77868 -4.83597 2.26442
C 1.39046 -3.95968 1.23883
N 0.31547 -3.26472 1.58819
N -1.99229 -1.97515 3.21911
C -2.89196 -1.35278 4.00275
C -3.42574 -0.28981 3.29786
C -2.76569 -0.34881 2.05973
N -1.91424 -1.36710 2.02469
H -2.14739 -4.23698 3.36721
H -1.07998 -3.30673 4.78881
H 0.73830 -5.04638 4.24081
H 2.60769 -5.52487 2.28002
H 1.83582 -3.79774 0.27074
H -3.09051 -1.70876 5.00155
H -4.16353 0.42091 3.63365
H -2.85021 0.29712 1.19733
C -1.73298 -5.65964 0.26580
N -2.35340 -4.43977 -0.20434
C -3.53283 -3.89380 0.28500
C -3.69489 -2.70243 -0.31199
N -2.63963 -2.53796 -1.19191
C -1.78587 -3.59278 -1.10702
S -0.35475 -3.81683 -1.95424
H -2.51163 -6.34582 0.59947
H -1.05351 -5.45342 1.09109
H -1.16724 -6.09561 -0.55507
H -4.11957 -4.39055 1.03714
H -4.47161 -1.96777 -0.20104
H -2.24274 -1.63704 -1.46077
C 0.35224 6.12983 -5.66470
C -0.99767 6.61014 -5.20218
O -1.16897 7.59589 -4.54851
S -2.40929 5.54451 -5.71673
C -2.05180 4.20163 -4.60084
C -2.32570 4.32174 -3.23918
C -2.05350 3.27137 -2.38029
C -1.50856 2.06182 -2.84877
C -1.24253 1.96444 -4.22500
C -1.50220 3.01679 -5.08526
C -1.23341 0.98087 -1.96887
C -1.00259 0.04246 -1.20899
H 1.13346 6.81088 -5.33062
H 0.35017 6.05664 -6.75224
H 0.52801 5.13098 -5.26262
H -2.74019 5.24908 -2.86294
H -2.25536 3.36979 -1.32198
H -0.81761 1.04374 -4.60265
H -1.28224 2.92625 -6.14227
N 8.35693 4.20900 3.07064
C 7.43160 3.59340 2.76456
C 6.27878 2.82635 2.38330
C 4.99159 3.35033 2.54813
C 3.88610 2.62039 2.16950
C 4.00973 1.32739 1.61276
C 5.31654 0.82651 1.44167
C 6.42345 1.55576 1.82099
C 2.86929 0.57156 1.26351
C 1.85415 -0.08366 1.02494
H 4.87659 4.33813 2.97735
H 2.89110 3.02437 2.29745
H 5.43540 -0.15817 1.01026
H 7.41890 1.15006 1.68786
```

Its strongest force on any atom is 0.0075 hartree/bohr. Its net charge is -2. The calculated total energy is -69301.6149 eV. The relative energy (zero: lowest compared OMol25 entry of this formula, charge and spin) is 18.1 kcal per mole. Its multiplicity is 1.

natural (NBO) atomic charge list, values in e, 5 entries:
1 Ag 0.796
2 B 0.222
3 N -0.314
4 C -0.051
5 C -0.392



Entry 4:
Below is a molecular structure, C26H21F5N4S3SeSiTc in a non-equilibrium geometry, with properties calculated with ωB97M-V/def2-TZVPD.

```
62
C26H21F5N4S3SeSiTc, DFT ωB97M-V/def2-TZVPD
Tc 1.18029 0.05564 -0.12035
C 1.48348 -1.75143 4.96906
S 2.83481 -2.17655 3.82889
C 2.38564 -1.34635 2.37173
S 1.30221 -0.01285 2.37415
N 2.98871 -1.81126 1.31215
N 2.61452 -1.32939 0.14434
C 3.25978 -1.70046 -0.93341
C 2.70349 -1.29166 -2.17507
C 3.23965 -1.65760 -3.41721
C 2.60739 -1.26544 -4.57408
C 1.42527 -0.53532 -4.47268
C 0.94833 -0.20510 -3.22077
N 1.57023 -0.54145 -2.09194
H 1.85872 -1.92566 5.97227
H 0.63653 -2.39905 4.76086
H 1.21139 -0.70913 4.83229
H 4.13492 -2.33101 -0.86873
H 4.13816 -2.25105 -3.44486
H 3.02509 -1.50986 -5.53785
H 0.88510 -0.22833 -5.35163
H 0.03854 0.36808 -3.10636
N -4.12171 -5.42065 5.81524
C -3.63625 -4.88451 4.92434
C -3.03409 -4.22716 3.83028
C -1.95054 -4.81551 3.17224
C -1.32851 -4.15113 2.13925
C -1.76345 -2.87747 1.75214
C -2.87993 -2.31368 2.38446
C -3.50411 -2.97775 3.41674
C -0.98508 -2.11123 0.85894
C -0.22650 -1.37753 0.24515
H -1.59591 -5.78103 3.50020
H -0.47700 -4.58737 1.63827
H -3.22110 -1.33620 2.07982
H -4.34374 -2.53434 3.93128
C -3.36993 -0.09511 -0.71512
Si -2.67850 1.53988 -1.40170
C -2.57753 1.52796 -3.31969
C -3.55139 3.10779 -0.76438
Se -0.46082 1.74697 -0.59683
H -4.21404 -0.46140 -1.28893
H -3.69838 0.03969 0.31075
H -2.59285 -0.85610 -0.71590
H -3.49435 1.93049 -3.74281
H -2.44940 0.52224 -3.71197
H -1.75441 2.14031 -3.68183
H -4.54251 3.21016 -1.19123
H -2.97731 3.99174 -1.02315
H -3.64946 3.08526 0.31623
F 1.76835 7.20184 -1.24112
C 2.06511 5.91674 -1.01739
C 2.94400 5.24577 -1.86253
F 3.48539 5.89404 -2.89990
C 3.24167 3.91155 -1.63560
F 4.05910 3.26539 -2.48108
C 2.69071 3.21441 -0.55477
S 3.11579 1.56300 -0.26806
C 1.82526 3.91585 0.29341
F 1.29037 3.28156 1.34569
C 1.49441 5.24009 0.05611
F 0.62640 5.87065 0.85263
```

Its strongest force on any atom is 0.0338 hartree/bohr. The expectation value of S² is 0.78. The calculated total energy is -154776.8773 eV. Its multiplicity is 2.

natural (NBO) atomic charge list, values in e, 5 entries:
1 Tc 0.335
2 C -0.740
3 S 0.338
4 C -0.084
5 S 0.064